Run one
Below is a single C2H2Cl3NO molecule, with properties calculated with the ωB97M-V functional and the def2-TZVPD basis.

Values from the calculation:
* HOMO: -9.37 eV
* lowest unoccupied orbital energy: -0.524 eV
* charge: 0
* gap between HOMO and LUMO: 8.848 eV
* structure (SMILES): O=NCC(Cl)(Cl)Cl

Each line ends with the natural charge from an NBO analysis.
Atoms and positions in Å:
O1 -0.05 -1.54 1.93  -0.24
N1 0.61 -0.71 1.40  0.17
C1 -0.06 0.08 0.19  -0.41
C2 -0.69 1.19 0.99  -0.08
Cl1 -1.18 2.66 -0.07  -0.04
Cl2 0.57 1.76 2.09  0.05
Cl3 -2.10 0.65 1.82  0.07
H1 -0.79 -0.47 -0.34  0.24
H2 0.83 0.54 -0.28  0.24


Run two
Below is 2 unconnected molecules or ions with the total composition C2H2Cl3NO, with properties calculated with the ωB97M-V functional and the def2-TZVPD basis.

Values from the calculation:
* HOMO (spin up / spin down): -9.36 / -7.90 eV
* lowest unoccupied orbital energy (spin up / spin down): -0.111 / 0.234 eV
* charge: 0
* gap between HOMO and LUMO (spin up / spin down): 9.248 / 8.130 eV

Each line ends with the natural charge from an NBO analysis.
Atoms and positions in Å:
C1 -1.34 0.64 -0.81  -0.03
C2 1.56 -0.61 0.64  -0.26
N1 -1.78 0.76 0.50  -0.04
O1 -0.93 -0.24 0.30  -0.31
Cl1 0.99 -2.18 0.37  0.08
Cl2 2.30 0.24 -0.63  0.07
Cl3 1.80 -0.10 2.20  0.11
H1 -1.97 0.08 -1.39  0.18
H2 -0.62 1.41 -1.18  0.19


Each structure's energy above the most stable one, in eV: run one 0.000; run two 2.706.


Run one
Below is a single C4H2N2O molecule, with properties calculated with the ωB97M-V functional and the def2-TZVPD basis.

Values from the calculation:
* HOMO: -9.54 eV
* lowest unoccupied orbital energy: -0.249 eV
* charge: 0
* gap between HOMO and LUMO: 9.290 eV
* structure (SMILES): N=C=C=C1NC1=O

Each line ends with the natural charge from an NBO analysis.
Atoms and positions in Å:
N1 1.33 -0.88 2.30  -0.64
C1 0.44 -0.93 1.47  0.50
C2 -0.57 -1.05 0.66  -0.37
C3 -0.68 -0.30 -0.42  0.17
N2 0.04 0.71 -1.13  -0.61
C4 -1.21 0.39 -1.59  0.67
O1 -2.03 0.69 -2.40  -0.52
H1 2.06 -0.19 2.13  0.40
H2 0.62 1.54 -1.03  0.42


Run two
Below is 2 unconnected molecules or ions with the total composition C4H2N2O, with properties calculated with the ωB97M-V functional and the def2-TZVPD basis.

Values from the calculation:
* HOMO (spin up / spin down): -10.01 / -10.02 eV
* lowest unoccupied orbital energy (spin up / spin down): -2.342 / -2.372 eV
* charge: 0
* gap between HOMO and LUMO (spin up / spin down): 7.667 / 7.646 eV

Each line ends with the natural charge from an NBO analysis.
Atoms and positions in Å:
C1 1.07 0.37 -0.61  0.02
C2 -1.81 -0.82 -0.50  0.16
C3 1.68 -0.49 0.11  -0.03
C4 -2.36 0.49 -0.20  0.33
N1 0.47 1.18 -1.25  -0.23
N2 -1.36 -1.85 -0.70  -0.25
O1 -3.41 0.68 0.33  -0.43
H1 2.05 -1.25 0.72  0.24
H2 -1.65 1.30 -0.50  0.18


Run three
Below is a single C4H2N2O molecule, with properties calculated with the ωB97M-V functional and the def2-TZVPD basis.

Values from the calculation:
* HOMO: -10.60 eV
* lowest unoccupied orbital energy: -0.254 eV
* charge: 0
* gap between HOMO and LUMO: 10.351 eV

Each line ends with the natural charge from an NBO analysis.
Atoms and positions in Å:
N1 -1.41 0.59 -0.14  -0.80
C1 -0.82 -0.60 0.12  0.62
O1 -1.39 -1.67 0.22  -0.55
C2 0.65 -0.54 0.25  -0.12
C3 1.84 -1.00 0.20  0.19
C4 2.81 0.46 -0.15  0.25
N2 1.62 0.71 0.01  -0.42
H1 -0.90 1.46 -0.19  0.41
H2 -2.40 0.59 -0.32  0.42


Each structure's energy above the most stable one, in eV: run one 0.000; run two 1.205; run three 1.278.


Run one
Below is 2 unconnected molecules or ions with the total composition C6H16O, with properties calculated with the ωB97M-V functional and the def2-TZVPD basis.

Values from the calculation:
* HOMO: -10.72 eV
* lowest unoccupied orbital energy: 0.844 eV
* charge: 0
* gap between HOMO and LUMO: 11.569 eV
* structure (SMILES): CCC(C)CC.O

Each line ends with the natural charge from an NBO analysis.
Atoms and positions in Å:
C1 -0.34 2.54 -1.30  -0.61
C2 0.67 1.38 -1.45  -0.40
C3 0.69 0.54 -0.18  -0.21
C4 1.42 1.33 0.93  -0.61
C5 1.44 -0.79 -0.43  -0.39
C6 0.67 -1.67 -1.45  -0.62
H1 -0.16 3.07 -0.35  0.20
H2 -1.31 2.08 -1.14  0.20
H3 -0.43 3.32 -2.04  0.21
H4 0.24 0.75 -2.24  0.20
H5 1.62 1.81 -1.77  0.20
H6 -0.32 0.41 0.23  0.20
H7 1.57 2.37 0.69  0.20
H8 0.90 1.19 1.87  0.21
H9 2.42 0.96 1.16  0.20
H10 1.62 -1.34 0.48  0.21
H11 2.36 -0.44 -0.88  0.20
H12 1.31 -2.01 -2.26  0.21
H13 -0.10 -1.12 -1.98  0.20
H14 0.16 -2.47 -0.91  0.21
O1 -3.67 -2.76 3.34  -0.93
H15 -3.50 -3.61 2.92  0.46
H16 -4.49 -2.50 2.90  0.46


Run two
Below is 2 unconnected molecules or ions with the total composition C6H16O, with properties calculated with the ωB97M-V functional and the def2-TZVPD basis.

Values from the calculation:
* HOMO: -10.20 eV
* lowest unoccupied orbital energy: 1.005 eV
* charge: 0
* gap between HOMO and LUMO: 11.202 eV
* structure (SMILES): CC(C)O.CCC

Each line ends with the natural charge from an NBO analysis.
Atoms and positions in Å:
C1 0.35 1.15 1.40  -0.66
C2 1.60 0.30 1.35  0.09
C3 2.18 0.16 -0.07  -0.63
O1 2.64 0.85 2.19  -0.73
H1 -0.55 0.55 1.19  0.22
H2 0.39 2.05 0.80  0.21
H3 0.13 1.29 2.47  0.22
H4 1.46 -0.67 1.81  0.18
H5 3.22 -0.17 -0.02  0.22
H6 1.58 -0.55 -0.63  0.21
H7 2.25 1.13 -0.55  0.20
H8 2.78 1.76 1.98  0.46
C4 -2.26 0.39 -1.57  -0.61
C5 -1.56 -0.98 -1.64  -0.41
C6 -1.17 -1.56 -0.29  -0.63
H9 -3.32 0.33 -1.34  0.21
H10 -1.82 0.95 -0.75  0.20
H11 -2.15 0.92 -2.52  0.21
H12 -2.27 -1.75 -1.95  0.20
H13 -0.70 -1.02 -2.32  0.20
H14 -1.70 -1.38 0.65  0.21
H15 -0.87 -2.62 -0.25  0.21
H16 -0.22 -1.12 0.05  0.19


Run three
Below is 2 unconnected molecules or ions with the total composition C6H16O, with properties calculated with the ωB97M-V functional and the def2-TZVPD basis.

Values from the calculation:
* HOMO: -10.15 eV
* lowest unoccupied orbital energy: 0.906 eV
* charge: 0
* gap between HOMO and LUMO: 11.056 eV
* structure (SMILES): CC(C)C.CCO

Each line ends with the natural charge from an NBO analysis.
Atoms and positions in Å:
C1 1.20 -1.64 0.13  -0.60
C2 0.44 -1.25 1.37  -0.22
C3 -0.05 0.18 1.72  -0.62
C4 -0.65 -2.25 1.55  -0.59
H1 2.03 -0.93 -0.13  0.21
H2 0.59 -1.62 -0.81  0.19
H3 1.55 -2.63 0.21  0.21
H4 1.25 -1.46 2.17  0.19
H5 -0.99 0.49 1.28  0.20
H6 -0.28 0.43 2.78  0.22
H7 0.60 1.02 1.52  0.21
H8 -0.93 -2.11 2.67  0.20
H9 -1.45 -2.11 0.94  0.20
H10 -0.27 -3.26 1.51  0.21
C5 0.35 1.57 -1.47  -0.65
C6 -0.46 2.21 -2.46  -0.08
O1 -1.83 1.86 -2.13  -0.75
H11 0.40 2.08 -0.44  0.21
H12 1.36 1.70 -1.81  0.21
H13 0.15 0.48 -1.27  0.23
H14 -0.34 3.31 -2.58  0.17
H15 -0.58 1.88 -3.54  0.20
H16 -2.11 2.06 -1.21  0.46


Each structure's energy above the most stable one, in eV: run one 0.000; run two 0.431; run three 1.371.


Run one
Below is 2 unconnected molecules or ions with the total composition C4H11NO2, with properties calculated with the ωB97M-V functional and the def2-TZVPD basis.

Values from the calculation:
* HOMO (spin up / spin down): -15.51 / -15.50 eV
* lowest unoccupied orbital energy (spin up / spin down): -3.959 / -9.010 eV
* multiplicity: 2
* charge: +1
* gap between HOMO and LUMO (spin up / spin down): 11.550 / 6.493 eV

Each line ends with the Löwdin spin population.
Atoms and positions in Å:
C1 -2.02 -0.58 -0.43  0.03
C2 -0.54 -0.97 -0.65  0.01
N1 0.48 -0.02 -0.34  0.50
C3 1.74 -0.13 -1.13  0.05
C4 0.23 1.34 0.11  0.06
O1 -0.39 -2.15 -0.84  0.24
H1 -2.18 0.48 -0.82  0.00
H2 -2.60 -1.25 -1.03  0.00
H3 -2.26 -0.80 0.57  0.00
H4 1.88 0.47 -1.97  0.02
H5 1.84 -1.12 -1.52  0.00
H6 2.58 0.13 -0.56  0.02
H7 1.17 1.71 0.64  0.02
H8 -0.03 2.05 -0.76  0.04
H9 -0.58 1.40 0.67  0.00
H10 0.41 -0.22 1.96  0.00
H11 0.35 0.15 3.31  0.00
O2 -0.07 -0.50 2.78  0.00


Run two
Below is 2 unconnected molecules or ions with the total composition C4H11NO2, with properties calculated with the ωB97M-V functional and the def2-TZVPD basis.

Values from the calculation:
* HOMO (spin up / spin down): -13.79 / -13.78 eV
* lowest unoccupied orbital energy (spin up / spin down): -3.785 / -8.871 eV
* multiplicity: 2
* charge: +1
* gap between HOMO and LUMO (spin up / spin down): 10.004 / 4.913 eV

Each line ends with the Löwdin spin population.
Atoms and positions in Å:
C1 0.28 2.11 -1.95  0.00
C2 1.29 1.32 -1.12  0.00
O1 1.12 -0.05 -1.30  0.00
O2 2.29 1.59 -0.54  0.00
H1 0.24 1.41 -2.71  0.00
H2 0.65 3.12 -2.10  0.00
H3 -0.54 2.17 -1.19  0.00
C3 -1.07 -1.25 0.69  0.08
C4 0.16 -1.85 1.33  0.04
N1 -1.44 0.01 1.38  0.79
H4 -1.01 -1.09 -0.31  0.04
H5 -1.93 -1.93 1.03  0.00
H6 1.16 -1.57 0.90  0.00
H7 0.08 -2.98 1.37  0.01
H8 -0.88 0.83 1.40  0.02
H9 1.66 -0.57 -0.78  0.00
H10 -2.39 0.20 1.60  0.02
H11 0.32 -1.46 2.29  0.00


Each structure's energy above the most stable one, in eV: run one 0.165; run two 0.000.


Run one
Below is a single C4H7NOS2 molecule, with properties calculated with the ωB97M-V functional and the def2-TZVPD basis.

Values from the calculation:
* HOMO: -8.74 eV
* lowest unoccupied orbital energy: 0.252 eV
* charge: 0
* gap between HOMO and LUMO: 8.995 eV
* structure (SMILES): C[C@H]1[C@@H](O)C(=S)N1S

Each line ends with the natural charge from an NBO analysis.
Atoms and positions in Å:
C1 -0.01 -2.33 -0.63  -0.63
C2 0.08 -1.40 0.56  -0.03
C3 1.35 -0.50 0.63  0.01
O1 2.39 -0.74 -0.30  -0.71
C4 0.44 0.64 0.25  0.11
S1 0.63 2.23 -0.20  -0.12
N1 -0.70 -0.11 0.31  -0.57
S2 -2.33 0.15 0.02  0.24
H1 0.17 -1.75 -1.55  0.22
H2 0.68 -3.17 -0.49  0.23
H3 -1.02 -2.74 -0.78  0.22
H4 -0.26 -1.87 1.49  0.20
H5 1.77 -0.50 1.64  0.20
H6 2.69 0.11 -0.67  0.50
H7 -2.26 0.16 -1.35  0.12


Run two
Below is a single C4H7NOS2 molecule, with properties calculated with the ωB97M-V functional and the def2-TZVPD basis.

Values from the calculation:
* HOMO: -8.33 eV
* lowest unoccupied orbital energy: 0.256 eV
* charge: 0
* gap between HOMO and LUMO: 8.587 eV
* structure (SMILES): C=C(O)NC(=S)SC

Each line ends with the natural charge from an NBO analysis.
Atoms and positions in Å:
C1 2.05 0.12 -1.06  -0.58
C2 1.43 -0.81 -0.26  0.49
O1 2.07 -1.46 0.76  -0.68
N1 0.18 -1.35 -0.33  -0.62
C3 -0.94 -0.57 -0.33  -0.09
S1 -2.33 -1.31 0.14  -0.13
S2 -0.90 1.19 -0.60  0.31
C4 -2.17 1.50 0.62  -0.75
H1 3.03 0.58 -0.76  0.22
H2 1.53 0.29 -1.93  0.22
H3 2.85 -1.04 0.91  0.48
H4 0.15 -2.22 0.17  0.43
H5 -1.78 2.53 1.05  0.22
H6 -1.98 0.83 1.40  0.24
H7 -3.18 1.72 0.22  0.24


Each structure's energy above the most stable one, in eV: run one 0.000; run two 0.464.